1.
DFT (ωB97M-V/def2-TZVPD) results for a 5-piece molecular cluster, C49H57F15INO12S2 overall in a non-equilibrium geometry.

Geometry as XYZ:
```
137
Properties=species:S:1:pos:R:3:forces:R:3:lowdin_charge:R:1
I 6.629 -0.556 -3.792 -0.6 0.3 1.0 0.963
S -1.454 -0.686 -1.547 -1.8 2.9 -1.0 0.636
S -0.882 2.055 -2.800 -1.5 -0.6 1.9 0.773
F -0.542 -2.264 -4.602 0.2 -0.4 -1.5 0.121
F 2.927 8.889 4.423 0.0 -1.5 -0.1 0.141
F 1.632 7.452 5.428 0.8 -0.2 -0.8 0.142
F 6.534 2.146 -0.234 1.2 -3.8 -2.4 0.017
F 3.785 7.408 5.773 -0.7 -0.2 -1.1 0.140
F -5.210 3.613 5.308 -0.3 0.5 1.4 0.100
F -7.042 3.356 6.460 1.2 1.0 0.2 0.148
F -6.616 5.268 5.503 0.7 -0.6 0.9 0.146
F -6.452 -9.086 -1.307 0.8 0.7 0.5 0.141
F -5.470 -9.421 0.611 0.1 1.1 -1.0 0.139
F -4.286 -9.323 -1.217 -0.7 0.9 0.5 0.138
F 7.447 -0.172 -0.450 -2.2 4.5 -1.9 -0.003
F -1.744 -3.487 -5.949 1.0 0.5 -0.3 0.137
F 0.245 -4.153 -5.353 -0.4 1.1 -0.6 0.141
F 7.959 1.526 -2.043 -3.2 -1.1 3.3 -0.076
O 3.206 5.333 4.106 -0.5 2.0 0.0 0.015
O -4.781 -6.668 -1.573 -0.8 -1.5 1.3 0.009
O -4.142 5.353 7.112 -1.9 -0.9 -0.2 0.009
O 1.015 0.660 3.932 0.9 -3.5 -3.8 -0.221
O 2.491 -1.521 0.720 1.5 -0.4 -0.1 -0.122
O 2.911 6.896 2.451 0.1 -0.2 3.0 0.143
O -5.724 4.603 8.597 0.5 0.0 -3.1 0.147
O -5.454 -6.618 0.621 0.5 -2.0 -2.2 0.142
O 0.451 -3.225 -7.906 -0.8 0.8 1.7 0.011
O 0.256 -1.112 -7.031 -0.5 -2.9 0.8 0.136
O 4.808 -5.289 -1.808 -1.5 -0.9 0.5 -0.161
O 4.633 -0.303 -1.610 1.4 2.4 0.3 -0.204
N -3.583 1.202 -1.950 0.1 -2.1 1.1 -0.157
C 1.778 2.073 -1.804 -0.4 0.5 -0.6 -0.268
C -4.644 -5.239 -1.555 0.2 0.9 0.0 -0.213
C 2.949 -2.881 0.657 -0.3 -2.4 -0.9 -0.282
C -5.202 -7.248 -0.403 0.1 3.3 0.6 -0.325
C -3.204 1.383 0.838 -2.4 2.1 0.2 -0.002
C 5.621 0.614 -2.175 -0.5 -0.3 -0.1 -0.648
C -4.240 -0.936 -3.645 -2.0 -0.2 1.6 -0.028
C 3.654 0.339 -0.736 -2.4 1.0 0.7 -0.205
C -6.041 4.240 6.190 -1.6 -0.9 -1.7 -0.460
C -5.315 4.723 7.444 1.3 1.1 3.0 -0.321
C -3.384 5.893 8.205 0.5 0.2 0.7 -0.209
C 5.025 1.940 -2.928 0.6 0.4 -1.3 -0.180
C 2.000 -0.153 3.030 -3.7 0.3 -0.6 -0.134
C -4.530 0.094 -2.363 -3.7 -3.9 -0.7 -0.131
C 4.904 -0.649 1.377 0.4 0.8 0.7 -0.031
C 6.854 1.022 -1.143 2.2 0.3 -0.8 -0.238
C 2.838 7.584 4.806 -0.1 1.9 1.9 -0.471
C 2.995 6.607 3.642 0.1 -1.8 -2.8 -0.322
C -5.961 -0.210 -1.554 0.6 -2.3 -2.8 0.004
C 2.719 0.748 1.669 -0.9 -2.3 1.9 -0.018
C -3.909 1.778 -0.589 -1.6 2.7 4.1 -0.168
C 2.453 -2.337 -8.957 0.1 0.1 0.3 -0.063
C 4.725 4.299 2.516 0.2 0.3 0.0 -0.058
C -5.115 2.934 -0.502 1.4 -0.6 3.4 -0.002
C -3.331 -4.834 -0.911 0.2 -0.2 0.2 -0.055
C 3.993 -3.267 -0.569 -0.8 -1.8 0.1 -0.090
C 2.014 -4.164 2.831 -6.6 -2.1 6.3 -0.077
C 0.901 -4.529 3.646 8.4 2.5 -4.9 0.037
C 3.402 -3.557 2.121 -1.1 -0.2 0.2 -0.118
C -6.602 -2.461 -3.260 2.8 3.4 1.1 -0.098
C 0.119 -2.328 -6.923 1.1 1.9 -2.5 -0.321
C 0.285 -0.386 2.893 3.9 1.3 2.2 -0.006
C 3.327 4.309 3.106 0.2 -0.6 -0.5 -0.213
C 3.369 1.453 -5.451 5.3 1.9 7.7 0.072
C 0.980 -2.665 -9.118 0.4 0.3 -0.7 -0.210
C -5.350 -8.759 -0.574 -0.1 -2.6 -0.1 -0.471
C 3.430 -0.447 0.725 1.1 2.8 0.3 -0.386
C 4.152 1.581 -4.290 -5.2 -0.1 -7.0 -0.137
C -0.474 -3.050 -5.714 -0.8 -1.1 2.3 -0.469
C 2.221 0.510 -1.574 -0.1 -0.2 -0.4 -0.107
C -4.883 3.148 2.409 1.9 -2.3 -4.4 -0.043
C -2.575 4.804 8.885 -0.1 -0.4 0.0 -0.064
C -5.577 3.591 0.965 2.5 -2.6 0.4 -0.055
C -2.128 0.809 -2.066 1.1 -1.3 1.0 -0.914
C 3.718 -4.893 -0.858 1.2 0.2 -0.2 -0.216
C 0.251 2.437 -1.308 0.5 -0.1 0.0 -0.446
C -6.970 -1.461 -2.014 3.2 0.3 -2.1 -0.064
C -3.656 2.035 2.309 -2.2 1.3 -3.2 -0.039
C -5.217 -2.174 -4.088 -0.6 2.6 3.2 -0.076
H -4.865 -2.853 -5.003 -0.9 1.7 2.3 0.093
H 3.134 3.354 3.606 -0.1 0.4 0.2 0.118
H 5.613 -1.410 0.844 -1.6 1.3 1.1 0.088
H -5.211 3.570 3.457 0.7 -0.9 -2.9 0.061
H -1.938 5.226 9.668 -0.1 0.0 -0.1 0.084
H -5.679 3.324 -1.472 1.5 -1.1 2.3 0.102
H 1.977 -3.529 0.384 2.0 1.8 0.6 0.159
H 3.506 1.472 2.143 -1.5 -1.3 -1.2 0.100
H -6.347 0.428 -0.645 1.1 -1.3 -2.1 0.079
H -3.097 1.649 3.288 -1.3 1.0 -2.5 0.091
H 5.973 2.549 -3.322 -2.1 -1.4 0.8 0.139
H 0.401 -1.789 -9.429 0.1 -0.1 0.3 0.126
H 2.361 -0.016 -2.635 -0.2 1.2 2.4 0.136
H -2.706 6.641 7.782 -0.3 -0.2 -0.2 0.127
H 2.495 2.857 -1.285 -1.3 -1.7 -1.0 0.106
H -7.279 -3.361 -3.578 1.4 2.0 0.8 0.082
H -0.209 -1.282 3.509 1.2 2.2 -1.7 0.114
H 0.197 -4.887 4.533 1.8 0.9 -2.7 0.053
H -3.227 4.052 9.339 0.0 0.2 0.0 0.077
H 3.724 -2.742 -1.593 0.7 -0.7 2.4 0.140
H -0.260 0.152 2.009 1.1 -1.1 1.9 0.083
H 3.010 -3.220 -8.626 -0.1 0.1 -0.2 0.085
H 2.877 -1.984 -9.901 -0.1 -0.1 0.1 0.084
H 3.870 -2.781 2.858 -1.1 -1.5 -1.4 0.085
H 5.475 4.201 3.307 -0.1 -0.1 -0.1 0.089
H 2.694 -5.094 -1.388 1.7 0.5 1.3 0.131
H 0.859 -3.424 -9.898 -0.2 -0.1 0.4 0.127
H 2.605 -1.563 -8.199 -0.1 0.0 -0.2 0.072
H 1.823 1.270 1.128 1.8 -0.8 1.1 0.115
H 3.888 -5.544 0.120 -0.8 1.4 -1.9 0.124
H -6.458 4.389 1.051 2.2 -2.0 -0.6 0.086
H 4.631 -6.216 -2.149 0.1 1.7 0.8 0.099
H 1.318 -0.032 -1.066 1.9 0.9 -0.7 0.072
H -3.189 -3.751 -0.967 -0.1 -0.1 -0.1 0.069
H 5.458 0.407 1.304 -1.3 -2.3 0.1 0.097
H 2.560 4.428 2.332 0.1 0.2 0.2 0.127
H 4.939 5.233 1.989 -0.1 -0.2 0.0 0.080
H 4.475 2.664 -2.188 0.7 -1.6 -1.6 0.112
H -4.038 6.415 8.913 -0.1 -0.3 -0.2 0.127
H 4.842 3.471 1.812 0.0 0.1 0.1 0.057
H -7.979 -1.634 -1.400 2.6 0.5 -1.5 0.090
H 0.091 3.598 -1.081 0.5 -2.7 -0.4 0.100
H -3.217 -0.741 -4.219 -2.5 -0.6 1.2 0.084
H 4.218 -4.410 1.966 -2.1 1.7 0.3 0.123
H 2.763 1.626 -6.465 1.7 -0.7 2.9 0.076
H 3.938 1.453 -0.414 -0.1 -2.5 -0.7 0.142
H 1.783 2.255 -2.983 0.3 -0.1 2.6 0.085
H -4.657 -4.906 -2.598 -0.1 -0.4 0.1 0.112
H -5.501 -4.771 -1.057 0.1 -0.3 0.0 0.122
H 2.676 -1.085 3.529 -2.1 3.0 -1.2 0.151
H 4.800 -0.837 2.551 0.3 0.1 -2.6 0.100
H -1.946 4.281 8.158 0.0 0.2 0.1 0.085
H -2.490 -5.328 -1.409 -0.1 0.1 -0.1 0.083
H -0.090 1.762 -0.416 0.6 1.4 -1.6 0.061
H -2.332 0.605 0.883 -1.9 1.6 -0.3 0.038
H -3.297 -5.133 0.140 -0.1 0.1 -0.1 0.077
H 5.123 -3.205 -0.277 -2.2 0.2 -0.7 0.121
```
Forces are in eV/Å.

Summary:
- SMILES: C#CC[C@H](CCO)O[C@](C)(C[C@@H]1CO1)[C@H](CCCSC(=S)N(c1ccccc1)c1ccccc1)O[C@@](I)(CC#C)C(F)(F)F.CCOC(=O)C(F)(F)F.CCOC(=O)C(F)(F)F.CCOC(=O)C(F)(F)F.CCOC(=O)C(F)(F)F
- LUMO: -1.341 eV
- Electronic energy: -148293.4362 eV
- Kohn-Sham gap: 6.7 eV



2.
DFT (ωB97M-V/def2-TZVPD) results for a 3-piece molecular cluster, C12H21F5N3O4S overall in a non-equilibrium geometry.

Geometry as XYZ:
```
46
Properties=species:S:1:pos:R:3:forces:R:3:lowdin_charge:R:1
S -2.764 -1.328 -3.256 4.7 1.5 -4.9 0.841
F -1.751 2.085 2.004 0.1 -3.0 -2.1 0.115
F -0.839 -0.078 1.661 -1.7 3.1 -0.9 0.099
F 0.623 0.799 -0.396 -1.8 2.1 1.5 0.039
F 0.441 2.825 0.784 -1.7 -3.0 -1.5 0.046
F -2.737 -2.965 -2.854 -0.8 3.2 -0.3 -0.195
O -3.659 -1.015 -4.412 1.1 -1.7 4.4 -0.264
O 4.234 1.229 -0.967 0.2 0.0 0.2 -0.054
O -1.331 -0.952 -3.558 -4.7 -1.6 2.2 -0.282
O 0.633 -3.294 2.941 -0.3 -0.2 0.0 -0.063
N -5.861 -0.839 -2.390 2.7 0.6 3.5 0.155
N -2.537 0.636 0.215 -4.0 0.1 0.2 -0.022
N -2.234 0.031 -0.927 -3.4 -1.2 -1.5 0.173
C -4.844 -0.349 -1.495 0.0 1.2 2.5 -0.102
C 4.196 2.117 -2.081 -0.6 -0.3 -0.1 -0.493
C -1.381 1.100 1.070 2.6 -0.1 0.9 -0.264
C 3.098 3.148 -1.868 0.1 0.4 0.1 -0.064
C 2.918 -2.907 3.590 0.2 -0.2 0.1 -0.061
C 1.459 -2.849 4.016 0.3 0.5 -0.4 -0.497
C 3.968 1.320 -3.356 0.2 -0.1 -0.2 -0.062
C -3.299 -0.431 -1.687 -0.5 -0.2 0.7 -0.139
C 1.054 -1.438 4.414 -0.2 0.1 0.2 -0.069
C -0.266 1.786 0.094 1.1 0.5 -0.4 -0.155
C -5.181 0.382 -0.119 5.1 -1.0 -2.2 0.120
C -3.898 0.789 0.615 -2.6 0.1 0.1 0.088
H 5.166 2.619 -2.131 0.0 -0.1 0.2 0.142
H 0.000 -1.409 4.707 0.1 -0.1 0.1 0.077
H 3.054 3.856 -2.700 0.0 0.0 0.1 0.083
H 3.096 -2.267 2.720 0.0 0.1 0.1 0.080
H 3.191 -3.923 3.297 0.0 0.1 0.1 0.083
H -5.648 -1.783 -2.748 -0.2 0.8 -0.4 0.127
H 2.121 2.662 -1.770 0.1 -0.1 -0.2 0.056
H 3.380 0.779 -0.915 0.2 0.1 -0.1 0.072
H -4.056 1.295 1.641 0.6 -0.9 -1.8 0.165
H 3.268 3.705 -0.943 0.1 0.0 -0.1 0.083
H 3.578 -2.587 4.400 0.0 0.0 -0.1 0.084
H 1.167 -0.747 3.572 0.2 -0.1 0.0 0.067
H 3.021 0.772 -3.309 0.0 0.1 0.0 0.077
H 1.295 -3.529 4.857 -0.1 0.0 -0.2 0.141
H 4.758 0.576 -3.490 0.0 0.1 0.0 0.083
H 1.659 -1.073 5.248 -0.1 0.0 -0.1 0.084
H -0.803 2.246 -0.800 0.9 -0.4 1.2 0.178
H 0.772 -2.698 2.193 0.1 -0.1 0.2 0.077
H -6.249 0.532 0.260 1.9 -0.1 -0.4 0.142
H 3.950 1.973 -4.232 0.0 -0.1 0.0 0.082
H -6.763 -0.801 -1.892 0.5 -0.1 -0.6 0.129
```
Forces are in eV/Å.

Summary:
- LUMO: -6.443 eV
- Total charge: +1
- Electronic energy: -49854.0352 eV
- Kohn-Sham gap: 5.4 eV



3.
DFT (ωB97M-V/def2-TZVPD) results for a 2-piece molecular cluster, C4H8N2S overall in a non-equilibrium geometry.

Geometry as XYZ:
```
15
Properties=species:S:1:pos:R:3:forces:R:3:lowdin_spin:R:1
S 2.286 -0.298 0.499 -1.8 -4.4 -0.1 0.452
N -1.496 0.054 0.173 0.2 0.2 0.3 0.005
N 1.865 0.827 1.494 -0.1 3.0 1.4 0.637
C -2.832 -0.817 -1.850 -0.4 -0.2 -0.4 0.000
C 3.427 0.377 -0.466 1.8 1.7 -1.1 0.712
C 0.772 0.587 2.389 0.1 0.0 0.2 0.071
C -2.089 -0.328 -0.726 0.1 0.1 0.3 0.001
H 0.825 1.330 3.184 0.0 0.0 0.0 0.002
H -2.168 -0.883 -2.707 -0.1 -0.1 -0.1 0.000
H -0.176 0.716 1.863 0.0 -0.1 0.0 0.028
H 3.882 -0.262 -1.194 0.1 -0.2 -0.3 0.040
H -3.654 -0.134 -2.072 0.1 -0.1 0.0 0.000
H -3.229 -1.804 -1.610 0.0 0.0 -0.1 0.000
H 0.778 -0.413 2.837 0.0 -0.1 -0.1 0.013
H 3.705 1.410 -0.383 0.0 0.2 0.0 0.038
```
Forces are in eV/Å.

Summary:
- Energy above the lowest of the compared OMol25 structures with the same formula, charge and spin: 125.1 kJ/mol
- Spin multiplicity: 3
- LUMO (spin up / spin down): 0.686 / -0.798 eV
- Electronic energy: -18088.8172 eV
- Kohn-Sham gap (spin up / spin down): 6.7 / 8.3 eV



4.
DFT (ωB97M-V/def2-TZVPD) results for C30H27MgN19O4S as an isolated structure.

Geometry as XYZ:
```
82
Properties=species:S:1:pos:R:3:forces:R:3:lowdin_charge:R:1
S -1.618 2.312 0.198 -0.1 -0.2 0.1 0.547
Mg 1.478 0.926 -0.588 0.1 -0.4 -0.5 0.603
O 1.396 1.903 3.207 0.0 0.0 0.0 0.000
O 1.413 0.589 1.391 0.0 0.0 0.2 -0.151
O -2.362 2.118 -1.025 0.0 -0.1 -0.1 -0.343
O -2.046 3.442 1.009 0.0 0.0 0.0 -0.354
N 1.422 0.593 -2.796 0.0 0.1 0.0 0.099
N 5.934 0.752 0.747 0.0 0.0 0.0 0.159
N -6.000 -1.051 3.672 -0.1 -0.1 0.0 0.062
N 1.000 1.361 -4.791 0.0 0.0 -0.1 0.045
N 1.795 -3.391 -1.669 0.0 0.0 0.0 0.000
N 1.992 -3.387 -0.334 -0.1 0.0 0.0 -0.121
N 1.777 -1.311 -0.908 -0.1 -0.1 0.1 -0.006
N 2.252 2.740 -1.730 0.0 0.2 -0.1 0.012
N 1.040 0.031 -4.898 0.0 0.0 0.0 0.055
N 7.776 1.835 -0.093 0.0 0.0 0.0 0.118
N 3.802 1.227 -0.216 0.1 0.1 0.1 0.161
N -4.176 -1.679 2.312 0.0 0.1 0.1 0.042
N -0.069 2.322 -0.055 -0.1 0.3 0.1 -0.254
N 1.229 1.657 -3.562 0.0 -0.2 -0.1 -0.086
N 1.437 -1.702 -3.279 0.0 0.0 0.0 0.147
N 1.977 -2.179 0.116 0.0 0.0 0.0 -0.083
N 4.025 -0.218 1.559 0.0 0.0 0.0 0.201
N -1.227 -0.381 -1.182 0.0 0.1 0.1 0.093
N 5.728 2.359 -0.994 0.0 0.0 0.0 0.163
C -2.126 -2.205 4.404 0.1 0.0 0.0 -0.038
C 4.132 3.470 -3.059 -0.1 0.0 0.0 -0.072
C 4.420 2.104 -1.000 0.0 0.0 0.0 -0.254
C 0.722 2.833 1.079 -0.2 0.0 0.1 -0.205
C -1.539 0.082 3.581 -0.1 0.0 0.0 -0.009
C -5.878 -3.264 2.727 0.0 0.0 -0.1 -0.032
C 1.671 -2.110 -1.968 -0.1 0.0 -0.2 -0.491
C -1.429 -0.510 -2.422 0.0 0.0 0.0 -0.160
C -2.007 -1.696 -3.039 0.0 0.0 0.0 -0.050
C -2.746 -1.417 2.060 -0.1 -0.1 0.0 -0.172
C -2.516 -0.460 0.866 0.1 0.0 -0.1 -0.123
C 1.402 3.071 -2.807 0.1 0.3 0.2 -0.259
C -2.098 -1.105 3.384 0.1 0.0 0.0 -0.245
C 3.247 4.217 -3.885 0.1 0.0 0.0 -0.130
C -6.465 -2.349 3.515 0.0 0.1 0.0 -0.156
C 6.418 1.627 -0.116 0.0 0.0 0.0 -0.478
C -3.424 -3.409 -0.237 -0.1 0.1 0.0 -0.057
C -1.912 0.878 1.286 0.0 0.0 0.0 -0.173
C 4.595 0.601 0.692 -0.1 0.0 0.0 -0.412
C -1.765 -1.308 -0.213 0.0 0.1 0.1 -0.204
C -2.600 -2.473 -0.787 0.0 -0.1 0.0 -0.123
C 1.910 4.092 -3.744 -0.1 0.0 0.0 -0.080
C -4.872 -0.811 3.093 0.0 0.0 0.0 -0.135
C -1.567 1.110 2.554 0.0 0.0 0.0 -0.081
C 3.559 2.815 -1.992 0.1 -0.1 0.1 -0.268
C -4.713 -2.907 1.946 0.0 0.0 0.0 -0.230
C -4.229 -3.681 0.943 0.0 0.0 -0.1 -0.059
C -2.481 -2.647 -2.237 0.0 0.0 0.0 -0.061
C 1.205 1.697 2.009 0.1 0.1 -0.1 -0.666
C 1.307 -0.402 -3.655 0.0 -0.1 0.1 -0.454
H -1.445 -1.977 5.225 0.0 0.0 0.0 0.078
H 1.623 3.288 0.655 0.0 0.0 0.0 0.103
H -4.392 0.153 3.227 0.0 0.0 0.0 0.147
H 4.617 -0.687 2.219 0.0 0.0 0.0 0.106
H -4.748 -4.631 0.875 0.0 0.0 0.0 0.090
H 8.311 1.101 0.337 0.0 0.0 0.0 0.079
H 0.208 3.603 1.654 0.0 0.0 0.0 0.103
H 1.207 4.678 -4.320 0.0 0.0 0.0 0.083
H -0.889 -1.739 0.297 0.0 0.0 0.0 0.158
H -7.361 -2.589 4.075 0.0 0.0 0.0 0.091
H -3.680 -4.167 -0.975 0.0 0.0 0.0 0.085
H -1.823 -3.157 3.960 0.0 0.0 0.0 0.085
H 5.204 3.515 -3.163 0.0 0.0 0.0 0.075
H -1.041 0.307 4.516 0.0 0.0 0.0 0.120
H 3.004 -0.256 1.633 0.0 0.0 0.0 0.064
H -1.236 2.097 2.838 0.0 0.1 0.0 0.105
H 3.653 4.923 -4.603 0.0 0.0 0.0 0.088
H -3.127 -2.353 4.823 0.0 0.0 0.0 0.074
H 1.318 -2.422 -3.968 0.0 0.0 0.0 0.132
H -2.896 -3.557 -2.656 0.0 0.0 0.0 0.100
H -2.004 -1.798 -4.116 0.0 0.0 0.0 0.096
H 8.151 2.258 -0.924 0.0 0.0 0.0 0.081
H 0.392 3.255 -2.445 0.0 -0.1 0.0 0.122
H -1.110 0.309 -3.058 0.1 0.0 -0.1 0.102
H -6.288 -4.259 2.613 0.0 0.0 0.0 0.102
H -3.495 -0.210 0.440 0.0 -0.1 0.0 0.158
H -2.350 -2.394 1.774 -0.1 0.0 0.0 0.141
```
Forces are in eV/Å.

Summary:
- Energy above the lowest of the compared OMol25 structures with the same formula, charge and spin: 442.9 kJ/mol
- LUMO: 4.026 eV
- Total charge: -2
- Electronic energy: -84333.9509 eV
- Kohn-Sham gap: 6.4 eV



Number 2 is which compound?
C12H21F5N3O4S



Number 1 is which compound?
C49H57F15INO12S2